DFT (ωB97M-V/def2-TZVPD) results for a molecular structure, CuI.

Element x y z (Å)
I: -0.01 -0.57 -1.07
Cu: 0.01 0.57 1.07

Computed properties:
2S+1: 2
Orbital gap (spin up / spin down), eV: 9.72 / 6.62
Charge: +1
Relative energy (zero: lowest compared OMol25 entry of this formula, charge and spin), kJ/mol: 0.0